No. 1
{
  "formula": "C10H16N2O",
  "method": "wB97M-V/def2-TZVPD",
  "symbols": ["C", "C", "C", "C", "C", "C", "N", "C", "C", "N", "C", "O", "C", "H", "H", "H", "H", "H", "H", "H", "H", "H", "H", "H", "H", "H", "H", "H", "H"],
  "coordinates": [[1.875759, 0.572300, 2.187123], [2.045354, -0.725245, 1.238081], [2.759152, -0.518189, -0.135821], [2.125054, 0.330450, -1.238614], [0.857717, -0.367542, -1.744658], [-0.343972, -0.542204, -0.811436], [-0.729379, -1.802250, -0.522724], [-1.904752, -2.031927, 0.169244], [-2.551069, -1.058886, 0.818743], [-2.286938, 0.189469, 0.511353], [-1.155923, 0.465876, -0.289185], [-0.816601, 1.668675, -0.756176], [-1.170898, 2.878972, 0.126445], [2.714805, 1.167537, 2.200746], [1.483466, 0.417727, 3.166480], [1.052542, 1.017373, 1.569719], [2.585936, -1.549310, 1.763926], [1.101671, -1.312984, 1.132813], [2.999040, -1.479427, -0.652508], [3.891722, -0.229460, 0.081385], [2.832215, 0.634359, -2.091599], [1.652173, 1.347875, -0.881284], [1.003843, -1.354564, -2.140938], [0.295926, 0.055795, -2.728744], [-2.083234, -3.011155, 0.323428], [-3.417386, -1.289320, 1.461545], [-0.832988, 3.781588, -0.482196], [-2.257733, 2.724094, 0.327742], [-0.593501, 2.998294, 1.158960]],
  "forces_ev_per_angstrom": [[-2.9, -2.4, -3.6], [0.4, -1.3, 1.2], [2.9, -0.1, 0.3], [-1.6, 2.7, -0.1], [-2.5, 0.4, -2.4], [-0.5, -2.1, 0.9], [-1.4, 0.4, -0.3], [4.3, 1.2, -1.3], [-1.6, 0.7, -0.2], [3.2, 3.1, -1.3], [-2.3, -1.2, 1.1], [-0.4, 2.7, 2.2], [0.7, -0.4, 0.1], [1.9, 1.3, -0.1], [-0.1, -0.6, 0.6], [0.7, 0.7, 0.9], [0.4, 0.8, -0.2], [0.2, 1.2, -0.2], [-0.7, 0.1, 0.7], [-2.3, 0.2, -0.3], [-1.0, -0.8, 1.3], [1.5, -1.6, -0.2], [0.7, -0.8, 0.3], [1.7, 0.0, 2.1], [-0.8, -3.2, 0.4], [0.5, 0.4, -0.2], [-1.0, -1.4, 0.6], [0.9, 0.8, -0.2], [-1.0, -1.1, -2.2]],
  "nbo_charge": [-0.61, -0.41, -0.42, -0.42, -0.44, 0.14, -0.38, -0.05, 0.00, -0.45, 0.46, -0.51, -0.28, 0.20, 0.21, 0.20, 0.20, 0.22, 0.21, 0.20, 0.23, 0.21, 0.23, 0.23, 0.19, 0.20, 0.21, 0.22, 0.20],
  "homo_energy_ev": -8.8889,
  "total_energy_ha": -575.28587,
  "lumo_ev": 0.6,
  "smiles": "CCCCCc1nccnc1OC",
  "de_lowest_kj_mol": 257.66,
  "charge": 0,
  "homo_lumo_gap_ev": 9.5
}

No. 2
{
  "formula": "C10H16N2O3",
  "method": "wB97M-V/def2-TZVPD",
  "symbols": ["C", "O", "C", "O", "C", "O", "N", "C", "C", "C", "C", "C", "N", "C", "C", "H", "H", "H", "H", "H", "H", "H", "H", "H", "H", "H", "H", "H", "H", "H", "H"],
  "coordinates": [[2.569643, 1.783153, -3.080942], [1.535696, 1.093759, -2.371362], [0.383944, 1.749825, -2.197679], [0.100456, 2.860947, -2.629435], [-0.850470, 1.029270, -1.628146], [-2.018351, 1.528797, -1.689571], [-0.736422, -0.132198, -0.828918], [0.547172, -0.655150, -0.279426], [0.217792, -2.111863, -0.058128], [-1.264210, -2.245883, 0.126541], [-1.756185, -0.722470, -0.061364], [-1.745438, -0.051424, 1.356866], [-0.427477, -0.176380, 2.026188], [-0.151207, 0.101709, 3.487264], [0.710526, 0.047401, 1.139107], [3.231350, 2.317449, -2.342351], [3.110052, 1.030852, -3.716152], [2.244815, 2.491881, -3.763390], [1.452612, -0.576705, -0.798033], [0.280107, -2.639229, -1.031924], [0.711063, -2.574487, 0.780619], [-1.337359, -2.596892, 1.188401], [-1.652928, -3.022819, -0.564433], [-2.753893, -0.692016, -0.522516], [-2.632798, -0.449093, 1.971840], [-2.035280, 1.067778, 1.226331], [0.011924, 1.222917, 3.633156], [0.828040, -0.376324, 3.821579], [-1.122702, -0.157218, 4.136479], [0.919731, 1.126989, 1.065333], [1.629795, -0.272577, 1.604063]],
  "forces_ev_per_angstrom": [[2.1, -1.1, 0.9], [-0.6, 0.1, 0.2], [-1.9, 2.1, -2.0], [1.6, -1.6, 0.8], [-4.3, -1.3, 3.3], [4.0, -1.0, -0.8], [3.3, 1.8, -3.0], [-1.8, 0.4, 3.2], [-0.1, -0.9, -1.9], [-0.8, 0.8, 1.5], [-1.2, -2.0, 1.9], [-1.3, 1.8, 0.9], [0.2, -1.5, 0.4], [-1.6, 1.0, -0.5], [-0.3, 0.4, -0.3], [-0.5, -0.8, -0.8], [-0.3, 0.5, 1.1], [-1.3, 1.4, -1.0], [0.8, 0.7, -1.3], [1.5, 0.1, 0.6], [0.7, -0.2, -0.2], [-1.0, 0.4, -0.9], [-0.3, 0.9, 0.5], [0.5, 0.4, 0.2], [1.6, 0.2, -0.6], [0.5, -1.5, -0.1], [-0.2, -1.1, 0.0], [-1.6, 0.1, -0.4], [2.4, 0.2, -1.4], [-0.3, 0.3, -0.7], [0.3, -0.8, 0.3]],
  "nbo_charge": [-0.27, -0.50, 0.69, -0.53, 0.57, -0.57, -0.43, -0.05, -0.43, -0.40, -0.06, -0.22, -0.49, -0.41, -0.22, 0.20, 0.20, 0.21, 0.24, 0.21, 0.22, 0.22, 0.21, 0.25, 0.21, 0.18, 0.17, 0.21, 0.22, 0.16, 0.20],
  "homo_energy_ev": -8.1292,
  "total_energy_ha": -725.79607,
  "lumo_ev": 0.4,
  "smiles": "COC(=O)C(=O)N1[C@@H]2CC[C@H]1CN(C)C2",
  "de_lowest_kj_mol": 275.00,
  "charge": 0,
  "homo_lumo_gap_ev": 8.5
}

No. 3
{
  "formula": "C10H16N2OP",
  "method": "wB97M-V/def2-TZVPD",
  "symbols": ["C", "C", "C", "C", "C", "C", "C", "C", "C", "C", "N", "N", "O", "P", "H", "H", "H", "H", "H", "H", "H", "H", "H", "H", "H", "H", "H", "H", "H", "H"],
  "coordinates": [[4.308833, 0.370468, 0.012383], [3.507394, 1.352942, -0.543415], [3.781921, -0.873767, 0.324146], [2.171259, 1.089718, -0.798340], [2.451245, -1.151299, 0.072347], [1.654554, -0.156556, -0.480919], [-1.965895, -1.141338, 0.967710], [-3.148654, -0.239966, 0.363640], [-0.382904, 0.573509, 1.680632], [-3.198280, 1.210361, -1.531717], [-0.703799, -0.540963, 0.813081], [-3.046704, -0.073009, -0.992292], [-0.112949, -2.115379, -1.035449], [-0.115685, -0.533222, -0.784979], [5.352269, 0.569756, 0.200189], [3.915707, 2.320206, -0.790031], [4.412589, -1.631860, 0.761941], [1.534728, 1.845079, -1.233268], [2.034680, -2.117163, 0.311293], [-2.198598, -1.291404, 2.022095], [-1.984499, -2.091341, 0.433795], [-3.999279, -0.901539, 0.561970], [-3.239644, 0.688143, 0.951672], [-0.914791, 1.487885, 1.408290], [-0.636935, 0.314671, 2.708040], [0.686893, 0.770201, 1.627275], [-2.885468, 2.034169, -0.873949], [-2.715492, 1.265299, -2.506812], [-4.275239, 1.358763, -1.709816], [-0.287264, -2.392375, -1.939504]],
  "forces_ev_per_angstrom": [[0.0, 0.1, 0.0], [0.0, 0.1, 0.0], [0.0, -0.1, 0.0], [0.0, 0.0, 0.0], [0.1, 0.0, 0.1], [-0.7, 0.0, -0.4], [-0.8, -0.3, -0.1], [-0.1, 0.0, 1.1], [0.4, 0.3, 0.4], [-0.2, 0.8, -0.3], [0.3, 0.3, -0.8], [0.9, -1.0, -0.6], [-0.1, -0.2, -0.2], [0.7, 0.0, 1.0], [0.1, 0.0, 0.0], [0.1, 0.1, 0.0], [0.1, -0.1, 0.0], [0.0, 0.1, -0.1], [0.0, -0.1, 0.0], [0.1, 0.0, 0.0], [-0.1, 0.0, 0.1], [-0.2, 0.1, 0.1], [0.0, -0.1, 0.0], [-0.1, 0.0, 0.0], [-0.1, 0.0, 0.0], [-0.1, 0.0, 0.1], [0.0, -0.1, 0.0], [0.0, 0.1, 0.1], [0.0, 0.0, 0.0], [-0.1, -0.1, -0.2]],
  "nbo_charge": [-0.16, -0.20, -0.21, -0.20, -0.14, -0.43, -0.22, -0.29, -0.44, -0.48, -0.57, -0.21, -0.97, 1.53, 0.23, 0.24, 0.23, 0.23, 0.23, 0.24, 0.24, 0.27, 0.19, 0.21, 0.24, 0.24, 0.19, 0.23, 0.25, 0.53],
  "homo_energy_ev": [-12.8689, -12.8310],
  "total_energy_ha": -916.44114,
  "lumo_ev": [-6.3, -4.4],
  "de_lowest_kj_mol": 116.61,
  "charge": 1,
  "homo_lumo_gap_ev": [6.6, 8.4]
}

No. 4
{
  "formula": "C10H16N2S",
  "method": "wB97M-V/def2-TZVPD",
  "symbols": ["C", "C", "C", "C", "C", "C", "C", "C", "C", "C", "N", "N", "S", "H", "H", "H", "H", "H", "H", "H", "H", "H", "H", "H", "H", "H", "H", "H", "H"],
  "coordinates": [[-1.282178, 0.059891, -1.676743], [2.934448, 1.541870, -0.953960], [1.787339, 2.440727, -0.662722], [-2.321891, -2.139756, 0.340825], [-1.168956, -3.043879, 0.464689], [2.310147, 0.069513, -0.689893], [0.663277, 1.618945, -0.041061], [-0.992039, -1.564857, 0.472988], [-1.931384, 0.330165, 2.213987], [-0.092737, -0.478906, -1.168190], [-2.252829, 0.511717, -2.033704], [0.891798, 0.317648, -0.606226], [-0.490190, -0.713609, 1.955514], [3.125507, 1.577605, -1.999290], [3.947847, 1.534874, -0.370815], [2.269241, 3.284128, -0.030724], [1.523344, 2.860085, -1.601313], [-2.722895, -1.874857, -0.687097], [-3.024976, -2.198473, 1.035716], [-1.099929, -3.628152, 1.449273], [-0.795759, -3.619075, -0.426729], [2.416045, -0.674535, -1.462936], [2.729336, -0.138514, 0.302309], [0.522930, 1.746871, 0.984838], [-0.396427, 2.049886, -0.353574], [-1.927580, 0.682719, 3.303080], [-2.840864, -0.259563, 2.016755], [-1.980259, 1.253539, 1.678640], [0.199635, -1.546008, -1.453639]],
  "forces_ev_per_angstrom": [[2.0, -0.7, 0.5], [1.5, -3.7, 0.4], [1.6, 2.5, 2.3], [0.9, 0.9, -5.2], [1.5, -2.2, -0.1], [0.1, 1.6, 0.5], [-2.7, 2.1, -2.8], [1.5, 1.9, 0.5], [-0.5, 0.1, 2.1], [0.9, -3.6, 3.2], [-2.7, 1.2, -1.0], [-1.0, -0.2, 0.0], [-0.2, -0.4, -0.3], [0.7, 0.2, -0.8], [-2.0, 0.7, -0.9], [-1.6, -1.0, -0.7], [-0.7, 0.6, -0.6], [0.2, -0.8, 1.2], [-2.8, 0.2, 3.1], [0.1, 1.1, -1.6], [-0.4, 0.6, 1.0], [0.8, -0.3, 0.0], [-0.2, -1.0, -0.3], [0.7, -0.6, 2.0], [2.0, -0.9, -0.1], [0.0, -0.8, -1.3], [0.3, 0.4, 0.2], [0.2, 0.4, -0.9], [-0.1, 2.1, -0.4]],
  "nbo_charge": [0.24, -0.40, -0.43, -0.47, -0.44, -0.20, -0.22, -0.20, -0.76, -0.08, -0.32, -0.43, 0.25, 0.21, 0.21, 0.22, 0.22, 0.23, 0.21, 0.23, 0.21, 0.21, 0.19, 0.21, 0.21, 0.23, 0.22, 0.21, 0.28],
  "homo_energy_ev": -7.5102,
  "total_energy_ha": -898.14749,
  "lumo_ev": 0.7,
  "de_lowest_kj_mol": 538.85,
  "charge": 0,
  "homo_lumo_gap_ev": 8.2
}

No. 5
{
  "formula": "C10H16N3O",
  "method": "wB97M-V/def2-TZVPD",
  "symbols": ["O", "C", "C", "N", "C", "C", "C", "C", "C", "N", "C", "C", "C", "N", "H", "H", "H", "H", "H", "H", "H", "H", "H", "H", "H", "H", "H", "H", "H", "H"],
  "coordinates": [[2.924473, -1.819596, 0.708123], [1.745925, -1.653276, 0.707666], [1.117844, -0.355338, 0.093833], [-0.425250, -0.280254, 0.253780], [-0.971731, 1.075453, -0.019102], [-2.435724, 1.091446, 0.661335], [-3.259312, 0.065261, -0.071739], [-2.598829, -1.346145, -0.028614], [-1.152290, -1.280039, -0.609369], [1.506362, -0.108526, -1.226824], [2.607185, 0.462738, -1.480317], [3.529197, 0.991320, -0.454542], [2.726932, 1.253527, 0.742487], [1.620573, 0.699169, 1.042219], [0.991630, -2.427932, 1.020287], [-0.796946, -0.597092, 1.198281], [-0.728814, 1.395102, -1.043375], [-0.325064, 1.740287, 0.746291], [-2.797004, 2.230915, 0.603037], [-2.387739, 0.806028, 1.700628], [-4.349343, -0.044517, 0.109372], [-3.193825, 0.237072, -1.096951], [-2.314179, -1.666468, 1.080181], [-3.240039, -1.975603, -0.547072], [-0.690437, -2.308700, -0.575439], [-1.267912, -0.863847, -1.616869], [2.629523, 0.803067, -2.483575], [4.371263, 0.354239, -0.154016], [3.974136, 1.805055, -0.879821], [3.189387, 1.716644, 1.620095]],
  "forces_ev_per_angstrom": [[-0.4, 0.2, 0.1], [-1.0, -0.7, -0.8], [1.3, 1.9, 2.2], [0.1, -2.0, -0.7], [0.8, 2.0, 4.6], [0.3, 2.5, -2.2], [-0.5, -1.5, 0.6], [2.8, 1.8, 3.4], [-1.5, -0.7, -0.6], [-1.4, -0.6, -0.6], [-0.9, -0.2, 0.5], [-0.4, -2.1, 0.1], [-0.3, -0.9, 2.2], [-0.3, -0.7, -0.4], [0.6, 0.3, 0.2], [1.5, 0.9, -0.7], [-0.8, -0.4, 0.3], [-1.3, -1.2, -2.1], [0.5, -2.7, 0.1], [0.5, 0.2, 0.5], [0.8, 0.4, 0.5], [-0.2, 0.9, -2.0], [-1.6, 0.1, -1.8], [-0.8, -1.8, -0.6], [-0.2, 1.3, -0.2], [0.8, -0.4, 0.1], [0.9, 0.0, -1.1], [-0.3, -0.3, -0.2], [1.3, 2.6, -0.7], [-0.1, 0.8, -0.6]],
  "nbo_charge": [-0.44, 0.44, 0.28, -0.40, -0.25, -0.41, -0.42, -0.37, -0.23, -0.46, 0.22, -0.59, 0.19, -0.45, 0.13, 0.46, 0.26, 0.26, 0.26, 0.22, 0.25, 0.20, 0.17, 0.25, 0.24, 0.24, 0.21, 0.30, 0.26, 0.23],
  "homo_energy_ev": -13.3345,
  "total_energy_ha": -629.80932,
  "lumo_ev": -3.5,
  "smiles": "O=CC1([NH+]2CCCCC2)N=CCC=N1",
  "de_lowest_kj_mol": 234.00,
  "charge": 1,
  "homo_lumo_gap_ev": 9.8
}

No. 6
{
  "formula": "C10H16N3O",
  "method": "wB97M-V/def2-TZVPD",
  "symbols": ["C", "N", "C", "C", "C", "C", "C", "C", "C", "C", "N", "O", "C", "N", "H", "H", "H", "H", "H", "H", "H", "H", "H", "H", "H", "H", "H", "H", "H", "H"],
  "coordinates": [[-0.312761, -1.361861, -1.336503], [-0.125869, -0.084267, -0.665549], [0.068076, 0.922196, -1.678697], [1.412060, 0.580733, -2.450689], [2.665301, 0.506093, -1.582594], [2.312195, 0.057465, -0.144220], [1.106558, -0.149869, 0.303537], [0.637097, -0.350292, 1.628671], [-0.715879, -0.239081, 1.705241], [-1.549346, -0.145035, 3.055412], [-2.343821, -1.250559, 3.205426], [-1.467651, 0.888517, 3.712927], [-1.413971, 0.181609, 0.409669], [-1.611979, 1.577776, 0.463081], [-1.086371, -1.229525, -2.019569], [0.630010, -1.812391, -1.862397], [-0.606127, -2.087357, -0.536851], [0.189622, 1.906671, -1.248624], [-0.718843, 0.759512, -2.464930], [1.593697, 1.341826, -3.371949], [1.326920, -0.269939, -3.125611], [3.131961, 1.390031, -1.427678], [3.304116, -0.213845, -2.001651], [3.118033, -0.081693, 0.509155], [1.330433, -0.579043, 2.446130], [-2.124798, -2.221450, 2.869140], [-2.987329, -1.288305, 3.911411], [-2.198411, -0.505159, -0.003839], [-1.005431, 1.876122, 1.128833], [-2.557492, 1.881122, 0.572719]],
  "forces_ev_per_angstrom": [[2.1, -2.9, 1.5], [1.1, -0.1, 2.4], [1.5, -0.2, -2.8], [0.1, 2.3, -2.6], [-3.3, -2.6, 1.5], [0.3, 0.3, -2.5], [-1.7, 0.0, -1.6], [-2.1, -0.4, 0.8], [0.5, -0.4, 1.2], [1.2, 0.4, -1.4], [1.7, -0.9, -1.7], [-0.7, -2.0, -0.8], [1.7, -0.4, -0.4], [-1.9, -2.2, -2.5], [-1.4, -0.1, -1.3], [-1.7, 1.2, 1.1], [0.2, 0.4, -0.8], [-0.6, 0.1, 0.0], [0.3, 1.0, 1.1], [-0.6, -0.9, 2.5], [-0.3, -0.6, 0.7], [1.6, 2.9, -0.1], [1.3, -0.8, -0.5], [1.1, 0.0, 1.0], [-0.5, 0.3, -0.3], [0.2, 2.0, 0.0], [-1.8, 0.3, 2.4], [0.4, 1.1, 0.6], [1.6, 2.0, 2.5], [-0.4, 0.3, 0.0]],
  "nbo_charge": [-0.42, -0.26, -0.24, -0.43, -0.44, -0.12, 0.10, -0.21, -0.12, 0.67, -0.82, -0.55, 0.15, -0.81, 0.22, 0.25, 0.23, 0.25, 0.23, 0.25, 0.22, 0.23, 0.24, 0.24, 0.27, 0.42, 0.40, 0.24, 0.39, 0.41],
  "homo_energy_ev": -12.8064,
  "total_energy_ha": -629.84857,
  "lumo_ev": -3.1,
  "smiles": "C[N@+]12CCCC=C1C=C(C(N)=O)[C@H]2N",
  "de_lowest_kj_mol": 130.96,
  "charge": 1,
  "homo_lumo_gap_ev": 9.7
}